Entry from OMol25: a structure of composition C44H57BBrF2GeHgN9Se at a distorted geometry (ωB97M-V/def2-TZVPD).

XYZ file:
```
117
C44H57BBrF2GeHgN9Se (ωB97M-V/def2-TZVPD)
H 1.534 2.507 2.794
C 1.096 1.792 3.497
C 0.591 2.638 -5.269
Se 2.913 -0.629 -0.019
H 4.971 -3.049 -0.156
C 2.395 3.419 0.144
H 2.971 -4.524 -2.305
C 1.896 2.290 -2.357
C -1.096 2.420 2.833
C -0.038 3.544 4.628
C 5.727 -3.039 -0.943
H 2.840 0.785 -3.510
C 1.916 1.367 -3.543
C -3.426 3.693 -2.127
H 1.020 0.636 5.838
H 0.434 3.494 -4.615
C -4.107 -0.318 1.580
H 0.931 -3.465 0.456
H 1.786 0.953 3.619
H 1.998 1.203 -5.561
H 4.462 0.951 -1.150
C -1.695 1.975 -2.545
F 4.266 -0.619 2.492
C -0.324 -5.063 -0.260
C -5.010 1.925 1.530
Br -7.022 2.926 3.294
H 5.329 0.095 0.153
C -4.134 0.975 1.040
H -2.793 5.368 -0.915
C 0.323 1.469 5.716
C -4.997 -0.630 2.617
H 2.571 3.785 1.149
H 7.031 -3.843 -3.757
C -2.314 -3.305 0.383
H -2.044 2.050 2.442
H 6.294 -3.972 -0.884
H 0.604 2.953 -6.312
H -2.335 -0.866 -4.830
H 3.464 -4.594 -4.003
H 6.107 -3.000 -5.013
H 2.909 3.729 -4.382
H -2.039 2.558 6.018
C -1.866 2.085 5.047
C 0.243 -3.495 -3.665
H 4.235 1.450 0.554
C 3.457 3.236 -0.721
C -0.728 0.341 3.909
C -2.645 -4.529 -0.207
H 4.018 2.352 -2.565
Hg -0.479 -0.091 0.122
C 3.831 -4.507 -2.979
B 3.226 -1.114 1.787
H -2.163 -3.044 -6.003
C -0.767 -1.308 -3.429
C -2.508 4.433 -1.381
N -1.679 0.743 -3.110
C -0.712 2.766 -1.822
H 7.078 -2.076 -3.861
C -5.851 1.599 2.582
C -3.374 -2.367 0.725
H -0.189 4.038 5.592
C -3.005 2.531 -2.704
H -0.500 -4.722 -5.271
H 4.346 -0.396 -3.370
H 2.958 3.365 -6.124
H 0.965 -4.231 -3.334
N 0.919 2.449 4.802
C 0.157 -2.284 -3.010
N -1.041 -2.959 0.623
H 0.160 1.950 6.685
H -3.464 1.217 0.223
H -0.525 4.615 -0.750
N -0.167 1.301 2.961
H -6.514 0.092 3.954
H -4.448 4.033 -2.247
H -0.224 1.934 -5.103
H -0.684 3.150 2.131
C 6.435 -2.952 -3.973
N -0.715 -0.087 -2.796
H 3.945 2.423 -4.983
H 4.472 3.483 -0.442
Ge 4.864 -2.826 -2.728
H 1.073 0.674 -3.421
C -1.509 -2.824 -5.166
N -1.331 3.085 4.121
C -0.085 -3.807 0.277
H 0.379 4.265 3.920
H -5.031 2.916 1.097
C 0.764 2.642 -1.549
H -1.873 -6.392 -0.940
H 0.324 3.233 0.462
C -1.218 3.969 -1.271
H -2.817 1.716 4.653
H -3.683 -4.761 -0.414
C -1.609 -1.605 -4.519
C -1.640 -5.426 -0.512
N -3.139 -1.211 1.181
H -4.398 -2.685 0.490
C 3.833 -1.239 -2.894
C 2.996 2.938 -5.123
C 1.116 3.124 -0.264
H -4.976 -1.625 3.044
H 0.794 -2.055 -2.162
F 2.562 -2.082 2.437
H 4.453 -5.379 -2.762
H 6.411 -2.213 -0.739
H -0.036 -0.498 4.017
H -3.695 1.922 -3.273
N -0.956 0.952 5.226
C -0.578 -3.772 -4.756
C -5.852 0.329 3.132
H 0.492 -5.741 -0.470
C 3.186 2.623 -1.924
H 2.831 -1.380 -3.302
H -1.676 -0.033 3.514
C 4.416 0.616 -0.120
N 1.877 1.995 -4.927
```

Computed properties:
Lowest unoccupied orbital energy (alpha / beta), eV: 1.90 / 1.90
Expectation value of S²: 0.78
HOMO level (alpha / beta), eV: -2.732 / -2.764
Kohn-Sham gap (alpha / beta), eV: 4.63 / 4.66
Net charge: -1
Energy relative to the best compared isomer or geometry (same formula, charge and spin), kcal/mol: 14.8
2S+1: 2

These are the Löwdin partial charges, in e, on atoms 1 to 2:
1. H 0.1081
2. C -0.1674

Entry from OMol25: a cluster of 9 separate species, C44H58BrN10OS in total at a distorted geometry (ωB97M-V/def2-TZVPD).

XYZ file:
```
115
C44H58BrN10OS (ωB97M-V/def2-TZVPD)
C 4.582 -3.765 -2.360
H -4.568 0.580 -6.291
H 2.693 1.359 -0.773
H -3.812 5.432 -6.767
N 7.410 -6.190 -1.105
H -5.531 2.987 -0.109
C -3.635 5.061 -5.772
C 0.742 0.916 -2.633
Br 2.980 0.792 2.035
C 7.591 -7.510 -1.425
H 3.753 2.000 4.180
N 0.151 2.065 7.671
C 8.698 -7.600 -2.225
C -1.943 0.359 3.086
C 0.132 -0.376 -0.833
C 9.203 -6.283 -2.400
H -0.590 -3.264 -0.774
H 8.415 -4.367 -1.574
C -0.634 2.466 8.717
H 6.920 -8.266 -1.055
H -1.483 4.439 -5.788
H 2.483 -1.523 2.540
C -7.052 5.693 0.595
H 1.461 -4.893 0.275
H -7.365 3.348 -1.711
C 2.307 -3.546 3.159
H -5.595 5.299 -4.732
H -1.408 -2.050 0.180
C 4.693 -3.246 -3.624
C -4.559 5.008 -4.761
H -0.144 1.786 5.576
C 8.386 -5.436 -1.701
H -4.410 -2.165 -1.964
C -7.156 4.038 -0.910
C 1.949 -2.903 1.049
C -0.640 -0.985 -3.002
H 1.295 1.767 -3.024
H -3.839 -1.621 -5.689
H 2.556 -3.416 4.198
C 3.239 2.888 6.019
N 0.804 0.675 -1.315
H 6.108 2.825 4.488
H 2.202 2.600 6.031
H -5.205 -0.104 3.155
H -7.255 6.596 1.145
C -3.107 -0.973 -6.187
N 2.286 -2.480 2.303
H -8.590 5.677 -1.045
N -2.370 0.865 1.888
H 6.155 4.175 6.835
C -4.179 0.136 2.932
C 0.045 0.131 -3.495
C -1.881 2.744 8.224
N 4.051 2.530 4.977
H -3.282 -0.839 -1.696
H -2.915 1.165 -6.579
C -3.522 0.493 -5.966
O 0.444 1.744 1.550
C 2.644 -2.763 -2.839
H 3.634 4.032 7.834
C -1.371 -1.913 -3.972
C -3.594 -1.826 -1.310
N -6.128 3.790 -0.056
H -0.899 0.370 3.348
H 1.118 1.801 7.741
H -3.505 0.780 -4.908
C -6.055 4.791 0.878
H -0.841 -2.875 -3.972
H -2.663 2.612 6.128
H 5.561 -3.317 -4.258
H 1.881 -2.206 0.228
C -3.723 0.730 1.786
C 1.464 1.463 1.003
C -2.642 4.185 -3.955
H 1.632 -2.435 -2.659
C -1.850 2.496 6.825
H -2.412 -2.045 -3.667
C 1.650 1.587 -0.521
C 5.316 3.006 5.196
H -1.780 1.272 1.189
H -0.239 2.520 9.717
H 3.207 -2.098 -4.844
N 3.336 -3.463 -1.888
H 0.175 -0.574 0.238
C -3.045 -0.098 3.761
H 10.067 -5.992 -2.974
C -0.584 2.076 6.516
C 5.309 3.682 6.386
C 3.989 3.607 6.910
S -1.386 -1.357 -5.717
H -4.389 4.315 -2.771
N -3.949 4.475 -3.660
H 0.063 0.411 -4.542
H -3.201 -1.187 -7.257
H -4.239 1.070 0.903
H 5.281 -4.320 -1.759
H 2.979 -3.717 -0.982
C -7.753 5.213 -0.551
C -2.417 4.540 -5.259
H -4.026 -1.744 -0.306
H 1.483 2.625 -0.824
H -2.528 -3.399 -2.154
H 1.901 -5.666 2.839
H -2.724 3.087 8.801
N -2.557 -2.848 -1.312
H 6.675 -5.832 -0.525
H -1.988 3.755 -3.215
C 1.744 -4.260 1.103
C 3.463 -2.608 -3.929
H -5.309 4.775 1.655
H -3.041 -0.552 4.738
C 1.973 -4.666 2.445
C -0.603 -1.234 -1.613
C -1.268 -2.403 -0.855
H 9.102 -8.508 -2.640
```

Computed properties:
Lowest unoccupied orbital energy, eV: -4.37
HOMO level, eV: -9.731
Kohn-Sham gap, eV: 5.37
Net charge: +1

These are the Löwdin partial charges, in e, on atoms 1 to 2:
1. C -0.1144
2. H 0.0782